Entry P
# C3H5F

C3H5F in the gas phase (ωB97M-V/def2-TZVPD, the Open Molecules 2025 dataset).

Element x y z (Å)
F (-0.16, 2.17, 0.04)
C (-0.06, -0.13, -0.47)
C (-0.34, 1.10, -0.77)
C (0.26, -0.81, 0.86)
H (0.80, -1.71, 0.63)
H (-0.47, 1.10, -1.86)
H (-0.67, -0.96, 1.49)
H (0.78, -0.04, 1.46)
H (-0.14, -0.72, -1.38)

The HOMO energy is -9.746 eV. As for the structure (SMILES): C/C=C\F. The lowest unoccupied orbital energy comes out at 1.033 eV. Its molar mass is 60.1 g/mol.

=====

Entry Q
# C3H5F

C3H5F in the gas phase (ωB97M-V/def2-TZVPD, the Open Molecules 2025 dataset).

Element x y z (Å)
F (1.62, -0.09, 0.84)
C (0.27, -0.08, 0.39)
C (-0.53, -1.02, 0.78)
C (0.14, 0.85, -0.75)
H (-0.30, -1.79, 1.42)
H (-0.82, 0.63, -1.02)
H (-1.56, -0.95, 0.33)
H (0.31, 1.96, -0.58)
H (0.86, 0.50, -1.42)

The HOMO energy is -9.968 eV. As for the structure (SMILES): C=C(C)F. The lowest unoccupied orbital energy comes out at 1.078 eV. Its molar mass is 60.1 g/mol.

=====

Verdict on stability: entry P comes out at the bottom.

=====

Entry P
# C12H16AuCl3N

C12H16AuCl3N as an isolated structure (ωB97M-V/def2-TZVPD, the Open Molecules 2025 dataset).

Element x y z (Å)
Au (-0.18, 1.91, -0.37)
Cl (-3.99, -2.62, 2.97)
Cl (1.76, 2.11, 1.04)
Cl (-1.98, 3.36, -1.06)
N (-0.60, -2.14, 1.03)
C (0.42, -1.26, -1.99)
C (-2.42, -2.89, 2.35)
C (1.00, -0.99, -3.37)
C (-0.46, -4.26, 2.13)
C (-1.53, 0.29, -2.78)
C (0.84, 0.51, -3.71)
C (-0.63, 0.89, -3.88)
C (0.08, -3.25, 1.31)
C (-1.80, -1.92, 1.54)
C (-0.80, -0.12, -1.56)
C (1.17, -0.72, -0.97)
C (-1.74, -4.09, 2.64)
H (0.89, -0.99, 0.06)
H (-2.30, -0.97, 1.33)
H (1.30, 1.12, -2.92)
H (-2.02, -0.59, -3.22)
H (-1.42, -0.68, -0.85)
H (0.03, -2.29, -1.82)
H (-2.32, 1.02, -2.57)
H (0.13, -5.14, 2.32)
H (0.52, -1.60, -4.14)
H (1.38, 0.72, -4.65)
H (1.08, -3.34, 0.90)
H (-2.22, -4.83, 3.27)
H (2.17, -0.33, -1.16)
H (2.08, -1.22, -3.43)
H (-0.75, 1.98, -3.91)
H (-0.96, 0.54, -4.87)

Its expectation value of S² is 2.017. The HOMO energy (spin up / spin down) is -2.734 / -5.091 eV. The lowest unoccupied orbital energy (spin up / spin down) comes out at 2.542 / 2.188 eV. Its molar mass is 477.6 g/mol. The spin multiplicity is 3. As for the total charge: -1.

=====

Entry Q
# C12H16AuCl3N

C12H16AuCl3N as an isolated structure (ωB97M-V/def2-TZVPD, the Open Molecules 2025 dataset).

Element x y z (Å)
Au (1.65, -0.91, -1.06)
Cl (1.98, -3.06, -1.92)
Cl (4.04, -0.56, -1.09)
Cl (0.22, -2.08, 4.93)
N (-0.89, -1.52, 1.20)
C (1.80, 2.62, -1.69)
C (-2.15, -2.27, 3.60)
C (0.92, 0.76, -0.09)
C (-0.77, -2.01, 3.53)
C (-0.61, -0.60, -0.96)
C (-0.18, -1.68, 2.31)
C (-0.60, 0.81, -0.67)
C (-2.89, -2.15, 2.38)
C (-2.18, -1.78, 1.23)
C (-0.60, 1.68, -1.99)
C (1.83, 1.99, -0.25)
C (0.83, 1.89, -2.63)
H (-2.73, -1.71, 0.28)
H (-1.45, 0.95, 0.08)
H (1.33, 0.90, -2.88)
H (-0.68, -1.74, -1.00)
H (-1.11, 2.64, -1.87)
H (1.52, 3.67, -1.63)
H (0.81, 0.38, 0.93)
H (-3.93, -2.32, 2.38)
H (-2.59, -2.52, 4.52)
H (2.89, 1.64, -0.08)
H (0.93, -1.52, 2.24)
H (-1.13, 1.08, -2.77)
H (-1.35, -0.34, -1.78)
H (1.54, 2.77, 0.49)
H (0.74, 2.43, -3.62)
H (2.82, 2.55, -2.10)

Its expectation value of S² is 2.008. The HOMO energy (spin up / spin down) is -1.996 / -4.653 eV. The lowest unoccupied orbital energy (spin up / spin down) comes out at 2.570 / 1.959 eV. Its molar mass is 477.6 g/mol. The spin multiplicity is 3. As for the total charge: -1.

=====

Verdict on stability: entry Q comes out at the bottom.

=====

Entry P
# C3H5BrOS

C3H5BrOS in the gas phase (ωB97M-V/def2-TZVPD, the Open Molecules 2025 dataset).

Element x y z (Å)
Br (1.81, -2.66, -1.38)
S (0.43, -1.20, 0.19)
O (0.01, -2.19, 1.14)
C (1.40, 1.20, 1.49)
C (0.48, 0.34, 1.14)
C (-1.08, -0.97, -0.79)
H (2.41, 1.17, 1.31)
H (0.90, 1.94, 2.11)
H (-0.97, -0.58, -1.78)
H (-1.91, -0.65, -0.19)
H (-1.36, -1.94, -1.34)

The HOMO energy (spin up / spin down) is -9.433 / -9.323 eV. As for the structure (SMILES): C=C=[S@](C)(=O)Br. The lowest unoccupied orbital energy (spin up / spin down) comes out at -2.051 / -1.865 eV. Its molar mass is 169.0 g/mol.

=====

Entry Q
# C3H5BrOS

A 2-piece molecular cluster, C3H5BrOS overall (ωB97M-V/def2-TZVPD, the Open Molecules 2025 dataset).

Element x y z (Å)
Br (2.82, 1.82, 0.24)
S (2.48, -1.69, -0.17)
O (3.67, -2.29, -0.66)
C (2.77, -0.90, 1.40)
C (-0.47, -0.15, -0.09)
C (2.64, -0.03, 0.48)
H (-1.17, 0.01, 0.70)
H (2.90, -1.06, 2.43)
H (0.12, -1.07, -0.16)
H (0.31, 0.66, -0.06)
H (-0.99, -0.07, -1.09)

The HOMO energy is -9.941 eV. The lowest unoccupied orbital energy comes out at 0.241 eV. Its molar mass is 169.0 g/mol.

=====

Verdict on stability: entry P comes out at the bottom.

=====

Entry P
# C3H10N2O2

A 3-piece molecular cluster, C3H10N2O2 overall (ωB97M-V/def2-TZVPD, the Open Molecules 2025 dataset).

Element x y z (Å)
O (-0.37, 0.62, -2.02)
O (-0.63, 1.36, 1.24)
N (1.32, 1.48, 0.32)
N (0.58, 1.15, 1.36)
C (-1.61, 0.30, -1.42)
C (0.24, -1.65, 0.47)
C (0.79, -1.21, 1.60)
H (0.87, 1.81, -0.54)
H (-0.81, -1.90, 0.42)
H (0.22, -1.13, 2.51)
H (0.23, -0.12, -1.84)
H (-1.55, 0.44, -0.32)
H (1.86, -1.10, 1.69)
H (0.83, -1.83, -0.42)
H (-1.96, -0.70, -1.71)
H (2.31, 1.43, 0.44)
H (-2.33, 1.04, -1.79)

The HOMO energy is -9.169 eV. As for the structure (SMILES): NN=O.C=C.CO. The lowest unoccupied orbital energy comes out at 0.590 eV. Its molar mass is 106.1 g/mol.

=====

Entry Q
# C3H10N2O2

A 2-piece molecular cluster, C3H10N2O2 overall (ωB97M-V/def2-TZVPD, the Open Molecules 2025 dataset).

Element x y z (Å)
O (2.47, 0.89, 0.08)
O (2.94, -1.30, 0.48)
N (-0.25, -0.51, 0.15)
N (-0.62, 0.56, -0.73)
C (-1.34, -1.47, 0.21)
C (3.26, -0.18, 0.20)
C (-1.46, 1.52, 0.03)
H (-1.14, 0.35, -1.53)
H (-1.07, -2.25, 0.79)
H (-1.31, 2.54, -0.35)
H (-1.28, 1.46, 1.05)
H (0.40, -1.22, -0.18)
H (-1.70, -1.84, -0.82)
H (-2.17, -0.93, 0.64)
H (1.59, 0.67, -0.08)
H (-2.61, 1.49, -0.05)
H (4.29, 0.22, 0.10)

The HOMO energy is -9.460 eV. As for the structure (SMILES): CNNC.O=CO. The lowest unoccupied orbital energy comes out at 0.955 eV. Its molar mass is 106.1 g/mol.

=====

Entry R
# C3H10N2O2

A 2-piece molecular cluster, C3H10N2O2 overall (ωB97M-V/def2-TZVPD, the Open Molecules 2025 dataset).

Element x y z (Å)
O (1.47, 0.76, 0.34)
O (-0.94, 2.32, 1.14)
N (-2.00, -1.29, 0.91)
N (0.10, -0.97, -0.21)
C (1.11, -0.09, -0.47)
C (1.74, -0.22, -1.82)
C (-0.62, -0.84, 1.04)
H (-2.29, -1.34, -0.05)
H (2.03, 0.77, -2.16)
H (-0.05, 2.38, 0.77)
H (-0.10, -1.35, 1.86)
H (2.73, -0.69, -1.75)
H (-1.15, 3.24, 1.33)
H (1.24, -0.81, -2.58)
H (-2.56, -0.61, 1.40)
H (-0.49, 0.21, 1.25)
H (-0.21, -1.48, -1.02)

The HOMO energy is -9.270 eV. As for the structure (SMILES): CC(=O)NCN.O. The lowest unoccupied orbital energy comes out at 0.784 eV. Its molar mass is 106.1 g/mol.

=====

Entry S
# C3H10N2O2

C3H10N2O2 as an isolated structure (ωB97M-V/def2-TZVPD, the Open Molecules 2025 dataset).

Element x y z (Å)
O (-1.33, -1.00, 0.17)
O (-0.94, 1.27, 0.21)
N (0.93, -0.54, -1.40)
N (1.17, -0.19, 0.41)
C (-2.50, -0.82, -0.61)
C (-0.71, 0.17, 0.71)
C (2.03, 0.91, 0.81)
H (1.55, 1.84, 0.50)
H (1.88, -0.23, -1.60)
H (3.02, 0.86, 0.35)
H (0.33, 0.27, -1.59)
H (-2.92, 0.19, -0.57)
H (1.50, -1.08, 0.77)
H (-3.27, -1.49, -0.22)
H (-0.63, -0.03, 1.80)
H (-2.25, -1.06, -1.64)
H (2.15, 0.93, 1.90)

The HOMO energy is -9.210 eV. The lowest unoccupied orbital energy comes out at 0.430 eV. Its molar mass is 106.1 g/mol.

=====

Verdict on stability: entry P comes out at the bottom.

=====

Entry P
# C3H10N2O2

A 2-piece molecular cluster, C3H10N2O2 overall (ωB97M-V/def2-TZVPD, the Open Molecules 2025 dataset).

Element x y z (Å)
O (0.30, -1.61, 0.57)
O (-0.88, 2.53, -0.97)
N (1.27, 1.28, 0.08)
N (0.02, 0.59, -0.14)
C (1.62, -1.97, 1.07)
C (-2.27, 0.58, -0.94)
C (-0.98, 1.34, -0.70)
H (-2.55, 0.68, -1.99)
H (2.04, -2.70, 0.39)
H (1.06, 2.12, 0.62)
H (-2.19, -0.48, -0.69)
H (1.60, 1.64, -0.81)
H (2.24, -1.07, 1.13)
H (0.33, -0.86, -0.29)
H (-0.04, -0.67, 0.95)
H (1.49, -2.41, 2.06)
H (-3.06, 1.03, -0.34)

The HOMO energy is -8.951 eV. The lowest unoccupied orbital energy comes out at 0.669 eV. Its molar mass is 106.1 g/mol.

=====

Entry Q
# C3H10N2O2

A 2-piece molecular cluster, C3H10N2O2 overall (ωB97M-V/def2-TZVPD, the Open Molecules 2025 dataset).

Element x y z (Å)
O (-0.41, -1.05, 0.89)
O (-0.37, -1.90, -1.37)
N (-1.02, 0.12, 0.48)
N (0.67, 0.06, -1.38)
C (-1.08, 1.05, 1.59)
C (-0.46, 0.67, -0.82)
C (1.72, -0.22, -0.50)
H (-0.47, -1.73, -0.26)
H (2.54, -0.72, -1.01)
H (2.07, 0.67, 0.04)
H (-0.19, 1.71, -0.62)
H (-1.28, 0.63, -1.55)
H (0.42, -2.39, -1.62)
H (1.17, -0.78, 0.49)
H (-0.09, 1.33, 1.98)
H (-1.65, 0.58, 2.39)
H (-1.59, 1.96, 1.26)

The HOMO energy (spin up / spin down) is -8.908 / -8.341 eV. The lowest unoccupied orbital energy (spin up / spin down) comes out at -0.024 / -1.270 eV. Its molar mass is 106.1 g/mol.

=====

Verdict on stability: entry Q comes out at the bottom.